Run P
ORCA calculation (the ωB97M-V functional and the def2-TZVPD basis) on a gas-phase ion, C3H5O2S (charge -1).

net charge = -1
highest occupied orbital energy = -4.017 eV
SMILES string = O=C([O-])CCS
frontier orbital gap = 7.2690 eV

Each line ends with the Mulliken charge.
Cartesian coordinates (Å):
S  0.78762  -2.32284  -0.22659  -0.306
O  -1.67300  1.91206  1.14057  -0.706
O  0.52778  2.10397  0.44573  -0.713
C  -0.77278  0.09023  -0.18621  -0.550
C  -0.65182  1.62765  0.46459  0.550
C  0.68253  -0.47766  -0.59966  -0.558
H  -1.46571  -0.04985  -1.00152  0.333
H  1.00838  -0.40309  -1.67052  0.301
H  1.33664  -2.18108  1.02813  0.110
H  1.38264  0.14669  -0.14839  0.363
H  -1.16227  -0.44608  0.75387  0.176

Run Q
ORCA calculation (the ωB97M-V functional and the def2-TZVPD basis) on a gas-phase ion, C3H5O2S (charge -1).

net charge = -1
highest occupied orbital energy = -4.162 eV
SMILES string = O=C([O-])CCS
frontier orbital gap = 7.3377 eV

Each line ends with the Mulliken charge.
Cartesian coordinates (Å):
S  1.27401  -1.55242  1.49534  -0.313
O  -0.81087  2.16168  -0.23732  -0.726
O  -1.46814  0.99079  -2.05142  -0.736
C  -0.37975  -0.18684  -0.28073  -0.547
C  0.76728  0.01256  0.68864  -0.377
C  -0.94719  1.12195  -0.92548  0.368
H  -0.11150  -0.86924  -1.08339  0.365
H  1.60245  0.46115  0.13341  0.315
H  0.58287  0.75814  1.45121  0.343
H  -1.26353  -0.53978  0.26054  0.207
H  0.75435  -2.35798  0.54917  0.102

run Q (16.9 kcal/mol below the next structure)

Run P
ORCA calculation (the ωB97M-V functional and the def2-TZVPD basis) on 2 unconnected molecules or ions with the total composition C6H9N2O2.

net charge = -1
highest occupied orbital energy = -4.204 eV
frontier orbital gap = 8.0228 eV

Each line ends with the Mulliken charge.
Cartesian coordinates (Å):
O  -1.46546  -2.48153  -0.79600  -0.654
O  -0.75409  -1.70868  1.11287  -0.736
N  -0.33566  0.64114  0.37609  -0.052
N  -0.22927  2.98274  0.45504  -0.693
C  -0.73170  -4.07349  0.77554  -0.922
C  1.61283  3.28920  -1.26287  -0.994
C  -1.08346  -2.60371  0.32923  0.610
C  0.73625  2.42990  -0.45831  0.491
C  0.61713  0.95449  -0.53873  -0.416
C  -0.87708  1.85831  0.85136  -0.233
H  -1.55876  1.59502  1.74249  0.272
H  -1.70604  -4.64740  0.59060  0.203
H  2.73794  3.06708  -1.23942  0.236
H  -0.84923  -0.39034  0.66018  0.474
H  1.41106  3.29724  -2.30244  0.244
H  -0.40351  -4.30671  1.77097  0.311
H  1.69606  4.46134  -1.02807  0.240
H  1.17381  0.28541  -1.18007  0.392
H  0.00918  -4.65001  0.14153  0.227

Run Q
ORCA calculation (the ωB97M-V functional and the def2-TZVPD basis) on a gas-phase ion, C6H9N2O2 (charge -1).

net charge = -1
highest occupied orbital energy = -2.609 eV
frontier orbital gap = 6.6069 eV

Each line ends with the Mulliken charge.
Cartesian coordinates (Å):
O  0.24536  -1.38578  -1.96219  -0.812
O  1.46525  0.90004  2.29137  -0.597
N  0.62404  0.28104  -0.23019  -0.742
N  0.81218  -0.92916  -0.83047  0.709
C  2.15525  -1.22367  1.08413  -0.946
C  1.69066  -0.06713  1.59214  0.678
C  -1.18613  1.56821  -1.26528  -1.408
C  -1.63245  -0.00006  0.59384  -1.382
C  -0.56596  0.90472  -0.05680  0.691
C  1.69971  -1.66727  -0.18495  -0.253
H  -2.15947  -0.79244  -0.08934  0.219
H  -0.58742  2.25235  -1.86183  0.346
H  2.84693  -1.77733  1.57958  0.469
H  -1.38020  0.73440  -1.91014  0.317
H  -2.42751  0.61180  0.85249  0.518
H  -2.19098  2.13066  -1.24433  0.312
H  -0.25222  1.61574  0.81911  0.189
H  1.82283  -2.68377  -0.56133  0.373
H  -0.97985  -0.47234  1.38418  0.318

run P (103.4 kcal/mol below the next structure)

Run P
ORCA calculation (the ωB97M-V functional and the def2-TZVPD basis) on C5H9N3O2S in the gas phase.

highest occupied orbital energy = -8.918 eV
SMILES string = NC1=NC=C[C@@H](S(N)(=O)=O)C1
frontier orbital gap = 9.4243 eV

Each line ends with the Mulliken charge.
Cartesian coordinates (Å):
S  -1.39078  -0.56944  -0.62824  1.182
O  -2.20628  -1.64390  -1.13718  -0.712
O  -1.46066  0.69062  -1.30347  -0.609
N  -1.99459  -0.42445  0.99463  -0.500
N  0.42408  2.25554  0.07254  -0.518
N  0.69167  0.40136  1.40660  -0.777
C  0.35286  -1.26738  -0.74375  -0.211
C  0.58226  0.90111  0.20063  0.561
C  1.06127  0.11394  -1.03036  -0.928
C  1.18717  -0.91322  1.61898  -0.463
C  0.97748  -1.77056  0.60181  -0.410
H  2.16077  0.43275  -0.99811  0.345
H  -2.80658  -1.05760  1.21577  0.270
H  0.37293  -2.09676  -1.44511  0.530
H  1.29810  -2.75337  0.64821  0.491
H  -0.21017  2.70195  -0.66732  0.324
H  0.67680  0.59990  -1.90316  0.448
H  1.48964  -1.19308  2.61844  0.378
H  0.11110  2.61527  1.05478  0.299
H  -1.26979  -0.26350  1.73531  0.300

Run Q
ORCA calculation (the ωB97M-V functional and the def2-TZVPD basis) on C5H9N3O2S in the gas phase.

highest occupied orbital energy (spin up / spin down) = -8.150 / -7.519 eV
frontier orbital gap (spin up / spin down) = 7.8014 / 7.0189 eV

Each line ends with the Mulliken charge.
Cartesian coordinates (Å):
S  0.85112  -1.16062  1.07476  0.042
O  -2.80338  1.15794  0.07185  -0.579
O  -2.77888  -1.74086  -0.17395  -0.583
N  0.11858  -0.48610  -1.87852  -0.869
N  -0.54793  0.99923  0.32843  0.128
N  -0.91742  -1.21287  -1.48335  0.293
C  -1.88339  -0.96475  -0.51150  0.113
C  -1.79566  0.48494  0.03622  0.824
C  2.51556  -1.71472  0.57611  -0.802
C  0.62902  0.29491  0.27129  -0.505
C  -0.50384  2.31511  0.95104  -1.095
H  -0.32437  3.16962  0.18798  0.332
H  0.02294  2.45300  1.86348  0.410
H  -0.85414  -2.21298  -1.88979  0.270
H  2.77443  -1.03574  -0.12939  0.320
H  3.28710  -1.76860  1.39522  0.309
H  1.42702  0.99860  0.08518  0.548
H  -0.07040  0.45334  -2.17483  0.255
H  2.40891  -2.74964  0.09474  0.270
H  -1.55526  2.72020  1.30503  0.317

run P (39.9 kcal/mol below the next structure)

Run P
ORCA calculation (the ωB97M-V functional and the def2-TZVPD basis) on C4H8ClF in the gas phase.

highest occupied orbital energy = -10.711 eV
SMILES string = CCC[C@@H](F)Cl
frontier orbital gap = 11.6997 eV

Each line ends with the Mulliken charge.
Cartesian coordinates (Å):
Cl  -2.32601  -1.31435  -0.16535  -0.221
F  -2.42432  1.21712  -0.59765  -0.263
C  -1.84148  0.35744  0.32018  0.072
C  0.53986  -0.03990  -0.60045  0.098
C  -0.29765  0.41722  0.50819  -0.906
C  1.86019  -0.51003  -0.15480  -1.013
H  1.87635  -0.39442  0.90996  0.319
H  2.61639  0.06291  -0.69300  0.263
H  -0.01660  0.03653  1.44545  0.467
H  2.09717  -1.67919  -0.30827  0.235
H  -2.31847  0.51576  1.30595  0.312
H  -0.05020  -0.95240  -1.14217  0.177
H  -0.33723  1.43636  0.48516  0.196
H  0.62200  0.84695  -1.31321  0.264

Run Q
ORCA calculation (the ωB97M-V functional and the def2-TZVPD basis) on 2 unconnected molecules or ions with the total composition C4H8ClF.

highest occupied orbital energy (spin up / spin down) = -8.627 / -8.173 eV
frontier orbital gap (spin up / spin down) = 9.1176 / 8.5851 eV

Each line ends with the Mulliken charge.
Cartesian coordinates (Å):
Cl  -1.61743  -1.23718  -0.50143  -0.160
F  -0.82135  -0.21471  1.68534  -0.230
C  -0.54656  -0.20722  0.36029  0.214
C  1.42593  -1.69169  -0.06387  -1.177
C  0.90723  -0.25066  0.02723  -0.248
C  -1.60385  2.22997  -0.27674  -0.916
H  -1.02607  2.77709  0.43826  0.314
H  -2.60444  1.95385  -0.02518  0.324
H  2.51304  -1.69418  -0.10506  0.345
H  1.43311  0.28301  0.82039  0.293
H  -1.29274  2.23006  -1.29848  0.323
H  1.08510  0.26444  -0.91664  0.245
H  1.03841  -2.18150  -0.95422  0.349
H  1.10961  -2.26128  0.81011  0.324

run P (50.2 kcal/mol below the next structure)